No. 1
45
Properties=species:S:1:pos:R:3:forces:R:3 method="wB97M-V/def2-TZVPD" e_homo_ev=-13.60 fmax_ha_per_bohr=0.0209 total_charge=+2 homo_lumo_gap_ev=7.26 spin_multiplicity=1 lumo_ev=-6.332
Y 0.383 -0.541 -0.613 0.13 0.41 0.98
N 0.285 -2.252 1.336 -0.03 0.10 -0.08
C -0.358 -1.734 2.594 0.16 0.00 -0.20
C 0.490 -0.663 3.263 0.05 -0.03 0.02
C 0.375 0.735 2.679 0.11 -0.04 -0.14
N 1.071 0.857 1.361 -0.39 -0.28 -0.32
H -0.222 -3.089 1.053 -0.05 -0.04 0.02
H 1.204 -2.605 1.594 0.04 -0.01 0.03
H -0.513 -2.564 3.279 0.01 -0.08 0.08
H -1.336 -1.333 2.333 -0.05 0.00 -0.05
H 1.540 -0.981 3.287 -0.02 0.02 0.04
H 0.183 -0.604 4.307 -0.02 0.00 0.04
H 0.795 1.459 3.374 0.06 0.05 0.07
H -0.671 0.993 2.528 -0.04 0.03 -0.02
H 2.068 0.725 1.512 0.08 -0.05 -0.06
H 0.988 1.817 1.034 -0.02 0.08 -0.03
S 3.048 2.348 -3.202 0.26 0.07 -0.08
C 1.466 2.939 -3.402 0.02 0.04 -0.05
C 0.552 2.161 -2.759 0.02 -0.19 0.13
C 1.126 1.039 -2.070 -0.30 0.25 -0.12
C 2.497 1.040 -2.239 0.23 -0.15 0.04
C 3.420 0.044 -1.667 -0.25 -0.05 0.12
C 4.778 -0.004 -1.957 0.15 0.08 -0.08
C 5.576 -0.966 -1.370 0.07 0.00 -0.02
C 5.010 -1.888 -0.494 0.19 -0.02 -0.03
C 3.664 -1.798 -0.255 -0.27 0.10 -0.01
N 2.874 -0.861 -0.812 -0.66 0.03 -0.12
H 1.294 3.832 -3.987 0.02 -0.08 0.05
H -0.506 2.388 -2.780 0.03 -0.02 0.02
H 5.203 0.711 -2.649 0.00 -0.02 0.03
H 6.636 -1.004 -1.594 -0.07 0.01 0.01
H 5.598 -2.659 -0.017 0.01 0.03 -0.03
H 3.182 -2.505 0.412 0.00 0.02 -0.03
S -2.166 0.628 0.139 0.37 -0.12 -0.02
C -3.851 0.470 -0.138 0.00 -0.08 -0.11
N -4.446 -0.319 -1.018 -0.17 -0.21 -0.19
C -5.914 -0.167 -1.031 0.25 0.10 0.12
C -6.138 0.886 0.080 0.28 -0.05 -0.04
N -4.758 1.168 0.526 -0.11 0.04 0.02
H -3.936 -0.905 -1.654 -0.02 0.02 -0.02
H -6.398 -1.113 -0.810 -0.01 -0.07 0.04
H -6.249 0.181 -2.002 -0.01 0.04 -0.08
H -6.734 0.500 0.901 0.00 -0.03 0.09
H -6.607 1.788 -0.300 -0.01 0.09 -0.02
H -4.507 1.846 1.225 -0.04 0.01 0.00

No. 2
15
Properties=species:S:1:pos:R:3:forces:R:3 method="wB97M-V/def2-TZVPD" e_homo_ev="-9.08 / -10.09" fmax_ha_per_bohr=0.0590 homo_lumo_gap_ev="9.69 / 7.76" spin_multiplicity=3 lumo_ev="0.607 / -2.333"
C -0.907 0.608 -1.976 1.88 0.72 0.86
C 0.426 0.371 2.122 1.94 -1.01 -0.96
N -1.914 -1.107 0.002 -1.75 0.08 0.27
N -0.306 0.295 -0.749 -0.47 -0.63 -1.21
Si 0.124 1.267 0.500 1.66 1.57 2.00
Cl -1.133 2.914 0.606 -0.11 -0.37 0.22
Cl 1.954 2.045 0.037 0.58 0.29 -0.37
H -0.106 1.022 -2.553 0.94 0.59 -0.85
H -1.203 -0.227 -2.497 -1.22 -1.93 -0.96
H -1.595 1.411 -1.955 -1.17 0.78 0.27
H -0.257 0.682 2.830 -1.70 0.49 1.61
H 0.269 -0.696 1.902 -0.09 0.25 0.21
H 1.442 0.422 2.640 -1.17 0.35 -1.22
H -2.140 -0.343 0.683 0.25 -0.75 -0.39
H -1.326 -1.754 0.494 0.43 -0.43 0.52

Repeat the second record exactly.
15
Properties=species:S:1:pos:R:3:forces:R:3 method="wB97M-V/def2-TZVPD" e_homo_ev="-9.08 / -10.09" fmax_ha_per_bohr=0.0590 homo_lumo_gap_ev="9.69 / 7.76" spin_multiplicity=3 lumo_ev="0.607 / -2.333"
C -0.907 0.608 -1.976 1.88 0.72 0.86
C 0.426 0.371 2.122 1.94 -1.01 -0.96
N -1.914 -1.107 0.002 -1.75 0.08 0.27
N -0.306 0.295 -0.749 -0.47 -0.63 -1.21
Si 0.124 1.267 0.500 1.66 1.57 2.00
Cl -1.133 2.914 0.606 -0.11 -0.37 0.22
Cl 1.954 2.045 0.037 0.58 0.29 -0.37
H -0.106 1.022 -2.553 0.94 0.59 -0.85
H -1.203 -0.227 -2.497 -1.22 -1.93 -0.96
H -1.595 1.411 -1.955 -1.17 0.78 0.27
H -0.257 0.682 2.830 -1.70 0.49 1.61
H 0.269 -0.696 1.902 -0.09 0.25 0.21
H 1.442 0.422 2.640 -1.17 0.35 -1.22
H -2.140 -0.343 0.683 0.25 -0.75 -0.39
H -1.326 -1.754 0.494 0.43 -0.43 0.52